Entry 1:
DFT (wB97M-V/def2-TZVPD) results for a molecular structure, C22H17Br3CaCl7FKMgNOS in a non-equilibrium geometry.

Positions of all 56 atoms, in Å:
O 4.330 0.488 4.396
C 3.614 0.374 3.437
C 2.163 0.825 3.511
C 1.695 1.496 2.249
C 2.537 2.309 1.512
C 2.124 2.878 0.329
C 0.852 2.617 -0.131
C -0.054 1.856 0.595
C 0.390 1.312 1.780
S -0.775 0.304 2.675
C -1.574 -0.533 1.241
C -1.923 -1.864 1.262
C -2.472 -2.448 0.125
C -2.644 -1.675 -0.984
C -2.304 -0.340 -0.998
C -1.748 0.272 0.111
N -1.362 1.660 0.059
C 4.144 -0.241 2.185
C 5.218 0.374 1.563
C 5.751 -0.157 0.409
C 5.212 -1.293 -0.167
C 4.132 -1.896 0.446
C 3.600 -1.372 1.607
H 1.981 1.425 4.396
H 1.596 -0.108 3.570
H 3.529 2.485 1.893
H 2.811 3.485 -0.234
H 0.590 3.075 -1.070
H -1.752 -2.472 2.180
H -2.708 -3.498 0.164
H -3.044 -2.099 -1.889
H -2.476 0.208 -1.915
H -1.276 1.868 -0.937
H 5.669 1.262 1.975
H 6.599 0.315 -0.059
H 5.634 -1.720 -1.061
H 3.700 -2.795 0.037
H 2.763 -1.882 2.065
K -3.323 1.327 2.429
Br -0.742 -3.337 3.525
Mg 0.562 1.003 -2.240
C -2.622 3.386 -5.154
Cl -2.516 5.136 -5.349
Cl -4.340 2.875 -5.118
Cl -1.781 2.586 -6.462
Cl -1.920 2.904 -3.582
F -1.476 -1.168 -3.472
Br -6.765 2.821 -3.723
Ca 0.046 -1.530 5.097
Cl -5.305 1.688 -7.074
Br -0.069 1.393 6.357
C -4.931 -4.720 -2.440
Cl -3.212 -5.111 -2.317
Cl -5.622 -4.281 -0.870
H -5.052 -3.881 -3.113
H -5.451 -5.590 -2.822

Properties
2S+1: 1
Total charge: 0


Entry 2:
DFT (wB97M-V/def2-TZVPD) results for a gas-phase ion, C22H17N4O (charge +1) in a non-equilibrium geometry.

Positions of all 44 atoms, in Å:
C -0.859 -1.328 -1.587
C 0.115 -0.710 -0.550
N 0.481 0.701 -1.088
C 1.766 1.179 -1.293
C 3.012 0.589 -1.180
C 4.170 1.359 -1.369
C 4.085 2.741 -1.632
C 2.833 3.362 -1.730
C 1.692 2.575 -1.579
C 0.300 2.894 -1.689
C -0.368 4.103 -1.835
C -1.767 4.104 -1.757
C -2.476 2.912 -1.554
C -1.801 1.697 -1.408
C -0.424 1.681 -1.490
C -0.264 -0.861 0.878
N -0.279 0.548 1.637
N 0.233 1.561 1.653
N 0.472 -1.693 1.901
C -0.254 -2.770 2.365
C 0.028 -3.717 3.356
C -0.946 -4.669 3.684
C -2.232 -4.614 3.101
C -2.564 -3.577 2.214
C -1.567 -2.679 1.851
C -1.653 -1.432 1.102
O -2.619 -0.688 0.959
H -0.572 -2.386 -1.669
H -1.945 -1.299 -1.313
H -0.736 -0.823 -2.573
H 1.048 -1.173 -0.502
H 3.078 -0.482 -0.996
H 5.166 0.904 -1.344
H 5.004 3.328 -1.737
H 2.734 4.437 -1.917
H 0.193 5.026 -1.965
H -2.332 5.037 -1.809
H -3.566 2.924 -1.513
H -2.308 0.761 -1.222
H 1.434 -1.532 2.183
H 0.985 -3.700 3.851
H -0.739 -5.490 4.381
H -2.993 -5.371 3.368
H -3.566 -3.429 1.818

Properties
Structure (SMILES): C[C@@H](n1c2ccccc2c2ccccc21)[C@]1([N+]#N)Nc2ccccc2C1=O
2S+1: 1
ΔE to the lowest compared entry with this formula, charge and spin: 83.34 kJ/mol
Total charge: +1


Entry 3:
DFT (wB97M-V/def2-TZVPD) results for 2 unconnected molecules or ions with the total composition C22H18BrF4N2 in a non-equilibrium geometry.

Positions of all 47 atoms, in Å:
F -3.835 3.138 1.570
C -3.822 1.761 1.593
C -5.043 1.086 1.579
C -4.977 -0.311 1.606
F -6.163 -1.011 1.583
C -3.785 -1.015 1.658
C -2.549 -0.309 1.678
C -1.312 -1.016 1.731
C -0.083 -0.383 1.602
C 1.148 -1.021 1.650
C 2.392 -0.324 1.605
C 3.620 -1.045 1.581
C 4.821 -0.355 1.566
F 5.997 -1.069 1.554
C 4.902 1.041 1.567
C 3.690 1.731 1.578
F 3.720 3.107 1.580
C 2.455 1.100 1.593
C -2.596 1.116 1.636
H -5.987 1.620 1.549
H -3.764 -2.103 1.684
H -1.343 -2.100 1.859
H -0.083 0.692 1.431
H 1.171 -2.111 1.723
H 3.587 -2.132 1.578
H 5.854 1.564 1.561
H 1.544 1.697 1.608
H -1.679 1.704 1.652
C -3.021 -6.889 8.024
N -2.270 -5.656 8.019
C -1.669 -5.315 9.288
C -2.078 -4.926 6.863
C -2.399 -3.532 6.837
Br -3.220 -2.681 8.353
C -2.249 -2.834 5.632
N -1.776 -3.423 4.521
C -1.463 -4.720 4.537
C -1.620 -5.528 5.671
H -3.439 -7.083 7.031
H -2.386 -7.735 8.323
H -3.843 -6.824 8.752
H -1.023 -4.439 9.190
H -2.438 -5.128 10.047
H -1.066 -6.165 9.638
H -2.514 -1.777 5.567
H -1.070 -5.155 3.609
H -1.336 -6.582 5.633

Properties
2S+1: 1
Total charge: +1


Entry 4:
DFT (wB97M-V/def2-TZVPD) results for a molecular structure, C22H18BrF6N2O7S2 in a non-equilibrium geometry.

Positions of all 58 atoms, in Å:
C -0.411 0.713 2.069
C 0.012 -0.817 1.661
N -0.997 -1.565 0.822
C -1.236 -0.935 -0.529
C -0.035 -1.433 -1.565
C 0.608 -0.188 -2.454
C 2.131 0.369 -2.154
C 2.713 1.575 -3.105
C 1.796 2.229 -4.338
C 0.247 1.679 -4.628
C -0.330 0.467 -3.666
Br -2.183 -0.290 -3.891
C -0.587 2.353 -5.874
O -1.676 1.825 -6.464
C -0.035 3.828 -6.421
C -1.096 4.720 -7.306
C -0.586 6.193 -7.828
C 0.924 6.815 -7.494
C 1.991 5.894 -6.632
C 1.480 4.403 -6.119
C 2.506 3.416 -5.258
O 3.857 3.541 -5.331
C -2.271 -1.890 1.565
C -3.479 -0.855 1.958
O -2.461 -3.192 1.910
H -0.523 0.868 3.244
H -1.355 1.126 1.472
H 0.485 1.430 1.745
H 1.098 -0.871 1.170
H 0.109 -1.418 2.687
H -1.273 0.234 -0.540
H -2.257 -1.312 -1.019
H 0.805 -2.039 -0.975
H -0.514 -2.234 -2.309
H 2.711 -0.141 -1.264
H 3.802 2.011 -2.940
H -2.167 4.260 -7.535
H -1.290 6.916 -8.464
H 1.233 7.903 -7.867
H 3.091 6.209 -6.363
H -4.294 -0.760 1.091
H -4.069 -1.364 2.862
H -3.136 0.191 2.353
C -0.591 -5.050 4.801
F -0.702 -5.070 3.441
F -1.862 -4.913 5.286
F -0.188 -6.304 5.171
S 0.531 -3.750 5.415
O -0.072 -2.498 4.952
O 1.826 -4.068 4.808
N 0.375 -4.078 6.958
S 1.251 -3.122 7.869
O 0.827 -1.722 7.942
O 2.702 -3.320 7.814
C 0.754 -3.833 9.473
F 1.065 -5.161 9.573
F -0.595 -3.754 9.682
F 1.343 -3.221 10.540

Properties
2S+1: 1
Total charge: -1


Entry 5:
DFT (wB97M-V/def2-TZVPD) results for C22H18BrNO4 in the gas phase.

Positions of all 46 atoms, in Å:
O -2.990 -1.744 1.221
C -3.141 -2.425 0.241
C -2.000 -2.981 -0.592
N -0.747 -2.423 -0.164
C 0.029 -1.702 -1.018
O -0.178 -1.683 -2.217
C 1.179 -1.005 -0.384
C 1.119 -0.456 0.895
C 2.210 0.205 1.421
C 3.385 0.326 0.680
O 4.439 0.929 1.298
C 5.408 1.573 0.566
C 5.115 2.342 -0.555
C 6.131 3.020 -1.203
C 7.434 2.944 -0.739
C 7.719 2.190 0.387
C 6.713 1.504 1.041
C 3.451 -0.220 -0.599
C 2.351 -0.866 -1.124
O -4.322 -2.813 -0.238
C -5.475 -2.339 0.464
C -5.658 -0.852 0.309
C -6.031 -0.066 1.391
C -6.199 1.298 1.243
C -5.980 1.874 0.003
Br -6.207 3.752 -0.206
C -5.599 1.110 -1.086
C -5.443 -0.254 -0.927
H -2.003 -4.075 -0.501
H -2.138 -2.723 -1.647
H -0.625 -2.315 0.831
H 0.209 -0.505 1.474
H 2.174 0.639 2.408
H 4.096 2.415 -0.907
H 5.900 3.616 -2.073
H 8.222 3.474 -1.251
H 8.732 2.132 0.758
H 6.917 0.914 1.920
H 4.363 -0.143 -1.173
H 2.386 -1.285 -2.118
H -6.311 -2.885 0.019
H -5.385 -2.599 1.524
H -6.189 -0.520 2.358
H -6.490 1.910 2.083
H -5.427 1.574 -2.045
H -5.145 -0.861 -1.769

Properties
Structure (SMILES): O=C(CNC(=O)c1ccc(Oc2ccccc2)cc1)OCc1ccc(Br)cc1
2S+1: 1
ΔE to the lowest compared entry with this formula, charge and spin: 1.25 kJ/mol
Total charge: 0


| no. | HOMO (eV) | electronic energy (Eh) | HOMO-LUMO gap (eV) |
| --- | --- | --- | --- |
| 1 | -6.24 | -13897.45599 | 2.3 |
| 2 | -10.89 | -1142.48578 | 4.8 |
| 3 | -10.31 | -3931.80988 | 4.0 |
| 4 | -6.75 | -5454.19163 | 5.9 |
| 5 | -8.57 | -3778.91605 | 9.3 |